No. 1
ORCA calculation (the ωB97M-V functional and the def2-TZVPD basis) on 6 unconnected molecules or ions with the total composition C17H47F3N4O8S.

The charge is 0. The calculation puts the HOMO-LUMO gap at 9.122 eV. For the LUMO energy, the calculation gives 0.008 hartree.

Last column: Mulliken charge in e.
Positions of all 80 atoms, in Å:
O  -25.463  1.731  0.505  -0.19
H  -26.392  1.559  0.339  0.55
H  -25.249  2.666  0.553  0.74
H  -25.187  1.290  1.312  0.00
C  -23.693  6.405  1.727  0.56
F  -24.076  7.622  2.100  -0.21
F  -22.473  6.446  1.109  -0.24
F  -23.597  5.553  2.778  -0.20
S  -25.033  5.601  0.539  1.05
O  -24.849  6.249  -0.786  -0.65
O  -24.896  4.139  0.621  -0.83
O  -26.277  5.992  1.177  -0.69
C  -29.212  2.545  2.041  -1.53
C  -28.864  1.135  1.572  1.30
C  -30.088  0.225  1.419  -1.26
O  -30.926  0.361  0.272  -0.35
C  -32.251  0.260  0.607  -0.83
N  -28.121  1.222  0.377  -0.51
H  -29.333  2.453  3.121  0.33
H  -30.070  2.935  1.493  0.44
H  -28.384  3.236  1.880  0.26
H  -28.224  0.667  2.320  -0.10
H  -30.510  -0.018  2.394  0.55
H  -29.764  -0.796  1.213  0.40
H  -32.897  -0.052  -0.214  0.29
H  -32.648  1.208  0.967  0.30
H  -32.541  -0.464  1.369  0.32
H  -28.700  1.691  -0.305  0.28
H  -28.087  0.281  0.013  0.04
C  -25.973  3.411  3.763  -1.40
C  -24.762  2.487  3.800  0.38
C  -24.261  2.032  5.202  -0.89
O  -22.902  1.655  5.119  -0.20
C  -22.235  1.389  6.360  -0.93
N  -25.087  1.256  2.990  0.22
H  -25.863  4.273  4.420  0.49
H  -26.851  3.002  4.264  0.47
H  -26.296  3.716  2.768  -0.02
H  -23.990  3.096  3.332  0.25
H  -24.893  1.220  5.562  0.25
H  -24.234  2.861  5.910  0.59
H  -22.242  2.213  7.073  0.33
H  -21.210  1.210  6.035  0.30
H  -22.535  0.494  6.905  0.34
H  -25.924  1.104  3.533  0.28
H  -24.477  0.491  3.240  -0.22
C  -21.626  -3.665  2.058  -1.36
C  -21.662  -2.732  3.234  0.58
C  -22.940  -1.782  3.473  -0.78
O  -23.199  -0.774  2.442  -0.16
C  -22.096  0.101  2.264  -0.98
N  -21.480  -3.547  4.427  -0.70
H  -22.502  -4.307  2.159  0.27
H  -20.754  -4.305  2.190  0.43
H  -21.683  -3.014  1.186  0.25
H  -20.827  -2.040  3.343  0.34
H  -22.786  -1.352  4.463  0.11
H  -23.882  -2.319  3.577  0.42
H  -21.401  0.198  3.098  0.37
H  -22.491  1.088  2.024  0.14
H  -21.531  -0.133  1.362  0.31
H  -22.228  -4.217  4.537  0.26
H  -21.434  -2.989  5.267  0.24
C  -24.460  -2.105  -1.058  -1.62
C  -25.624  -2.205  -0.191  0.44
C  -25.763  -3.435  0.629  -0.35
O  -26.757  -3.270  1.750  -0.40
C  -28.049  -3.400  1.230  -0.50
N  -25.544  -0.991  0.634  0.29
H  -24.560  -1.202  -1.661  0.35
H  -24.490  -2.961  -1.733  0.45
H  -23.516  -2.028  -0.519  0.17
H  -26.419  -1.946  -0.890  0.29
H  -24.853  -3.616  1.200  -0.13
H  -25.916  -4.262  -0.064  0.50
H  -28.257  -2.425  0.789  0.01
H  -28.719  -3.744  2.019  0.30
H  -28.196  -4.126  0.430  0.32
H  -26.294  -1.041  1.309  0.06
H  -24.697  -0.975  1.183  0.00

=====

No. 2
ORCA calculation (the ωB97M-V functional and the def2-TZVPD basis) on 8 unconnected molecules or ions with the total composition C17H47N2O12P2S.

The charge is -1. The calculation puts the HOMO-LUMO gap at 6.609 eV. For the LUMO energy, the calculation gives 0.069 hartree.

Last column: Mulliken charge in e.
Positions of all 81 atoms, in Å:
N  4.113  0.165  1.518  -0.66
C  3.224  0.056  0.349  1.20
N  2.893  1.422  -0.098  -0.64
C  3.127  1.804  -1.224  0.62
S  3.339  2.275  -2.683  -0.43
P  1.660  -0.777  0.968  -0.37
P  0.126  -0.107  -0.431  0.90
O  0.603  0.305  -1.753  -0.57
O  -0.937  -1.288  -0.537  -0.51
O  -0.658  1.063  0.351  -0.42
C  3.934  -0.828  -0.766  0.18
O  5.153  -0.616  -0.901  -0.78
O  3.197  -1.633  -1.351  -0.70
H  3.665  -0.212  2.344  0.30
H  4.325  1.140  1.682  0.23
H  1.769  -2.132  0.638  0.02
H  -0.994  -1.490  -1.487  0.32
H  0.006  1.731  0.593  0.29
C  6.210  -4.507  -0.989  -1.06
C  5.904  -4.350  0.488  -0.06
O  6.632  -3.275  1.066  -0.57
H  7.279  -4.674  -1.137  0.31
H  5.659  -5.347  -1.419  0.31
H  5.932  -3.599  -1.528  0.28
H  6.189  -5.246  1.041  0.26
H  4.830  -4.183  0.631  0.21
H  6.377  -2.478  0.579  0.30
C  -4.791  1.867  -1.905  -0.92
C  -3.681  0.909  -2.303  0.17
O  -2.413  1.366  -1.869  -0.40
H  -4.610  2.856  -2.329  0.28
H  -5.765  1.510  -2.248  0.33
H  -4.832  1.976  -0.823  0.11
H  -3.628  0.811  -3.387  0.05
H  -3.864  -0.088  -1.879  0.13
H  -2.429  1.437  -0.907  0.22
C  1.046  6.658  -3.923  -1.14
C  1.663  5.324  -3.536  -0.16
O  1.772  5.179  -2.128  -0.48
H  1.641  7.481  -3.525  0.28
H  0.984  6.763  -5.008  0.33
H  0.038  6.751  -3.511  0.33
H  2.672  5.243  -3.938  0.30
H  1.068  4.499  -3.941  0.27
H  0.885  5.228  -1.756  0.28
C  -4.446  -1.328  -5.563  -0.95
C  -3.785  -2.635  -5.166  -0.26
O  -3.340  -2.604  -3.814  -0.47
H  -3.750  -0.500  -5.432  0.18
H  -4.779  -1.349  -6.602  0.38
H  -5.314  -1.134  -4.927  0.30
H  -2.905  -2.826  -5.778  0.30
H  -4.482  -3.471  -5.300  0.26
H  -4.111  -2.444  -3.260  0.27
C  7.072  -5.936  3.729  -0.69
C  7.294  -5.326  5.098  -0.35
O  6.885  -6.202  6.152  -0.53
H  6.020  -6.187  3.590  0.27
H  7.374  -5.245  2.942  0.10
H  7.646  -6.861  3.622  0.34
H  6.708  -4.417  5.212  0.29
H  8.350  -5.070  5.233  0.26
H  7.402  -7.010  6.075  0.29
C  -7.145  0.169  2.253  -1.22
C  -6.364  1.451  2.031  0.13
O  -6.647  2.037  0.766  -0.49
H  -6.919  -0.551  1.466  0.30
H  -6.903  -0.278  3.218  0.34
H  -8.220  0.364  2.223  0.35
H  -5.293  1.249  2.043  0.16
H  -6.585  2.177  2.822  0.19
H  -7.588  2.241  0.729  0.26
C  -4.242  3.361  5.224  -0.98
C  -3.936  4.163  3.972  -0.21
O  -2.841  3.615  3.251  -0.48
H  -3.364  3.318  5.868  0.31
H  -5.068  3.802  5.784  0.31
H  -4.510  2.333  4.967  0.27
H  -3.651  5.182  4.228  0.32
H  -4.818  4.210  3.322  0.20
H  -3.062  2.713  2.993  0.27